# 1
119
Properties=species:S:1:pos:R:3:forces:R:3:mulliken_charge:R:1 method="wB97M-V/def2-TZVPD" e_lumo_ha=-0.08286 energy_ev=-108609.7015 e_above_lowest_kj_mol=0.0 spin_multiplicity=1 orbital_gap_ev=7.76 total_charge=+1 homo_ev=-10.02
La -0.525294 -0.319313 -0.091861 -1.0 0.7 0.4 1.386
I -3.541228 0.310573 0.163589 -1.0 0.2 0.1 -0.502
F 0.247789 -2.267249 0.038366 1.0 -2.2 0.1 -0.531
O 0.262705 4.302032 -0.952105 -0.2 -0.6 -0.1 -0.756
C 0.084861 3.136431 -0.707384 0.1 -0.4 0.3 0.458
N -0.099538 1.975475 -0.479325 0.6 2.5 -0.6 0.110
O -0.981280 1.009922 2.269737 -0.2 -0.5 -0.4 0.222
H -0.513551 1.708976 2.740550 0.0 0.0 -0.2 -0.114
H -1.921844 1.221952 2.324132 -0.1 0.1 -0.2 0.122
N -2.063481 -3.151998 1.375184 0.0 0.0 -0.1 -0.463
N -1.769206 -1.930806 2.066766 0.1 -0.1 -0.3 -0.505
H -2.364988 -3.865137 2.023836 -0.1 -0.2 0.1 0.291
H -1.187619 -3.443071 0.953319 0.0 0.0 -0.1 0.152
H -1.253026 -2.116717 2.915353 0.2 0.1 0.2 0.267
H -2.645212 -1.501202 2.322920 -0.2 0.2 -0.1 0.344
N -6.985765 -8.686535 -2.661054 0.2 0.3 0.0 -0.477
C -6.279339 -7.778197 -2.701331 0.0 0.1 0.0 -0.041
C -5.389941 -6.633595 -2.756231 -0.2 -0.2 -0.1 0.482
C -5.144125 -6.001816 -3.972445 0.0 0.0 -0.1 -0.913
C -4.300801 -4.904565 -4.029325 -0.1 0.0 -0.1 -0.508
C -3.689746 -4.446602 -2.872052 0.2 0.2 0.0 0.991
C -3.926722 -5.073840 -1.656097 0.1 0.0 0.1 -0.245
C -4.780762 -6.160360 -1.599111 0.0 0.0 0.1 -0.927
N -2.811556 -3.320922 -2.921251 -0.2 -0.2 -0.1 0.272
C -2.103199 -2.846649 -4.018758 -0.1 -0.1 0.2 -0.890
C -1.419506 -1.762716 -3.571970 0.0 0.2 0.2 -1.111
N -1.703589 -1.542709 -2.233885 0.1 -0.2 -0.2 1.166
C -2.537149 -2.490042 -1.882938 0.0 -0.1 -0.1 -0.910
H -5.625090 -6.366888 -4.871225 0.0 0.0 0.0 0.458
H -4.137892 -4.400536 -4.974186 0.0 0.0 0.1 0.368
H -3.438743 -4.718884 -0.754147 -0.1 -0.1 -0.1 0.447
H -4.970747 -6.653389 -0.654284 0.0 0.0 0.0 0.439
H -2.115674 -3.335243 -4.980660 0.0 0.0 0.2 0.473
H -0.739939 -1.122934 -4.122369 -0.1 -0.1 0.1 0.627
H -2.965182 -2.603013 -0.892716 0.1 0.0 -0.2 0.517
C 1.743472 -2.909751 -2.478292 0.0 0.0 0.0 -1.250
C 1.737949 -1.475564 -2.889666 0.0 0.2 0.0 -0.355
N 1.128638 -0.467740 -2.293931 0.1 0.3 -0.1 1.546
C 1.430452 0.668464 -3.032983 -0.1 -0.1 0.2 -0.561
C 2.216447 0.342892 -4.088153 0.0 -0.2 -0.1 -1.462
N 2.398463 -1.024641 -3.985574 0.1 0.1 0.0 0.131
H 1.023268 -3.061871 -1.676656 0.1 0.0 -0.1 -0.323
H 2.729596 -3.201429 -2.104813 0.0 0.0 0.0 0.440
H 1.496744 -3.555289 -3.325088 0.0 0.1 0.0 0.504
H 1.101520 1.643535 -2.708841 0.0 -0.1 0.0 0.664
H 2.667241 0.934804 -4.871535 0.0 -0.1 0.1 0.463
H 2.960555 -1.593820 -4.593664 0.0 0.0 0.0 0.204
C -2.475434 5.005281 -3.421278 -0.1 -0.3 0.0 -0.804
N -1.758066 4.141796 -4.480460 0.0 -0.2 0.1 0.098
C -2.798887 3.637270 -5.488020 0.0 -0.1 0.3 -0.756
N -3.842718 2.929406 -4.831641 0.0 0.0 0.1 0.169
C -4.483646 3.803610 -3.840557 0.2 -0.1 0.0 -0.920
N -3.540530 4.277115 -2.829482 0.1 -0.1 0.1 0.139
C -3.075190 3.180332 -1.954122 0.1 0.1 -0.3 -1.283
P -2.145630 1.831877 -2.856542 -0.1 0.2 -0.1 1.527
C -1.035499 2.986534 -3.828768 -0.1 0.1 0.0 -1.638
C -3.391637 1.647569 -4.238042 0.0 0.3 0.0 -1.355
H -2.835731 5.884966 -3.951815 -0.1 0.0 0.0 0.341
H -1.720867 5.275527 -2.687376 0.1 0.0 0.1 0.491
H -1.083427 4.730777 -4.964272 0.1 0.0 0.0 0.344
H -2.270605 3.005731 -6.196179 0.1 -0.1 -0.1 0.374
H -3.186974 4.520031 -5.992558 0.0 0.1 0.0 0.358
H -5.281973 3.254054 -3.347726 0.0 0.0 0.0 0.386
H -4.913197 4.661574 -4.357909 0.0 0.0 0.0 0.309
H -3.931810 2.718414 -1.473188 -0.1 0.0 0.0 0.572
H -2.442716 3.579874 -1.162016 0.0 0.0 0.0 0.325
H -0.541640 2.415638 -4.615254 0.0 0.0 -0.1 0.421
H -0.274459 3.410329 -3.173148 0.0 0.0 0.0 0.722
H -4.260973 1.118132 -3.846099 0.0 0.0 0.0 0.419
H -2.964205 1.020499 -5.023092 0.0 0.0 0.0 0.447
C 2.693055 -0.011347 3.738215 -0.3 0.1 0.2 -1.782
P 1.779086 -0.608758 2.210351 0.9 -0.1 0.2 0.906
C 2.552458 -2.277014 2.104492 -0.1 0.0 0.0 0.777
C 1.730087 -3.377025 2.341720 0.0 0.0 0.0 -0.482
C 2.251865 -4.664925 2.396366 0.1 0.1 0.0 -0.621
C 3.611991 -4.869601 2.201944 -0.1 0.1 0.0 -0.595
C 4.446428 -3.780464 1.976121 0.0 0.1 0.0 -0.703
C 3.921378 -2.494329 1.936645 0.0 -0.1 0.1 -0.338
C 2.718319 0.393380 0.975783 0.1 -0.1 -0.1 -0.075
C 2.751302 1.779693 1.151310 0.0 0.1 0.0 -0.090
C 3.435332 2.596429 0.266440 0.0 0.0 0.0 -0.558
C 4.108014 2.036343 -0.815804 0.0 0.1 0.0 -1.044
C 4.064748 0.665818 -1.014542 0.0 0.0 0.0 -0.759
C 3.359106 -0.149705 -0.135774 0.0 0.0 0.0 -0.575
P 1.654363 0.537362 5.169983 -0.1 0.0 0.0 -0.189
C 2.966819 1.138818 6.312121 0.0 0.0 0.0 0.688
C 4.272184 0.648319 6.316061 0.0 0.0 0.0 -0.277
C 5.199258 1.101772 7.252143 -0.1 0.0 0.0 -0.659
C 4.832062 2.045125 8.200000 0.0 0.0 0.0 -0.447
C 3.527688 2.529513 8.215862 0.0 0.0 0.0 -0.632
C 2.606283 2.077270 7.284308 0.0 0.0 0.0 -0.488
C 1.002922 2.154155 4.571370 0.0 0.1 0.0 0.777
C -0.379035 2.356352 4.574104 0.1 0.3 0.5 -1.083
C -0.928550 3.550038 4.103822 0.1 0.1 0.1 -0.063
C -0.094696 4.554716 3.632727 0.0 0.0 0.0 -0.705
C 1.286451 4.373186 3.645661 0.0 0.0 0.0 -0.491
C 1.828292 3.185573 4.115003 0.0 0.1 0.1 -0.351
H 3.431771 0.742296 3.469760 0.1 0.0 -0.1 0.801
H 3.219602 -0.890312 4.099637 0.1 -0.1 0.0 0.760
H 0.664718 -3.221552 2.477902 0.1 0.0 0.0 0.033
H 1.596875 -5.507573 2.585747 0.0 0.0 0.0 0.437
H 4.023443 -5.871990 2.237012 0.0 0.1 0.0 0.407
H 5.513000 -3.931712 1.842757 -0.1 0.0 0.0 0.423
H 4.593596 -1.655720 1.796951 0.0 0.0 0.0 0.456
H 2.238738 2.230208 1.997077 0.0 -0.1 -0.2 0.112
H 3.444628 3.669869 0.421679 0.0 -0.1 0.0 0.583
H 4.659659 2.670589 -1.500489 0.0 0.0 0.0 0.389
H 4.579449 0.223049 -1.861020 0.0 0.0 0.1 0.403
H 3.319545 -1.217935 -0.311457 0.0 0.0 0.0 0.662
H 4.587375 -0.096447 5.594418 0.0 0.1 0.0 0.322
H 6.212016 0.712914 7.235450 -0.1 0.0 0.0 0.380
H 5.555063 2.399177 8.926226 -0.1 0.0 -0.1 0.374
H 3.228122 3.261017 8.958085 0.0 0.0 -0.1 0.386
H 1.591921 2.463957 7.309802 0.1 0.0 0.0 0.338
H -1.025925 1.570189 4.953764 0.1 0.1 0.0 0.349
H -2.003693 3.695256 4.115378 0.1 0.0 0.0 0.533
H -0.516406 5.484503 3.267184 0.0 -0.1 0.0 0.439
H 1.939608 5.163527 3.292811 0.0 0.0 0.0 0.454
H 2.907507 3.059594 4.136591 -0.1 0.0 0.0 0.429



# 2
10
Properties=species:S:1:pos:R:3:forces:R:3:mulliken_charge:R:1 method="wB97M-V/def2-TZVPD" e_lumo_ha=-0.01389 energy_ev=-13272.2771 e_above_lowest_kj_mol=279.7 spin_multiplicity=1 orbital_gap_ev=10.69 smiles="O=c1nc(O)n(O)o1" total_charge=0 homo_ev=-11.07
O -2.875169 -0.120522 -0.342308 4.6 -0.4 1.2 -0.521
C -1.684606 -0.238722 0.006235 -6.3 2.4 0.0 0.562
N -0.945700 -1.351223 0.138184 2.3 -1.9 -1.1 -0.376
C 0.261679 -0.934052 0.187312 1.4 2.1 1.4 0.567
O 1.504859 -1.312806 -0.009174 -0.4 1.4 -2.2 -0.524
N 0.318073 0.496795 0.662347 -0.1 -0.1 -2.1 0.065
O 1.110609 1.086337 -0.513785 -1.7 -2.6 0.1 -0.502
O -0.980799 0.917547 0.493747 -0.1 -0.8 -0.5 -0.156
H 1.888713 -0.367735 -0.566996 -1.2 -2.7 2.2 0.520
H 1.402337 1.824382 -0.055562 1.4 2.6 1.0 0.364



# 3
78
Properties=species:S:1:pos:R:3:forces:R:3:mulliken_charge:R:1 method="wB97M-V/def2-TZVPD" e_lumo_ha=0.01839 energy_ev=-38835.0210 e_above_lowest_kj_mol=50.1 spin_multiplicity=1 orbital_gap_ev=9.14 smiles=CC1(C)CCCC(C)(C)N1O.CC1(C)CCCC(C)(C)N1O.O.O.O.O.O.O total_charge=0 homo_ev=-8.64
C -0.812901 -2.953737 -1.528819 -1.1 -0.5 -1.2 -2.043
C 0.129860 -2.089562 -2.336299 0.1 0.7 1.6 1.735
C 1.202136 -1.599632 -1.387238 0.6 0.1 1.1 -1.880
C 0.647183 -2.870324 -3.561321 -0.5 -1.1 1.3 -1.186
C 1.291626 -1.936723 -4.530399 1.5 -0.2 -2.5 -0.668
C 0.545460 -0.673650 -4.894887 -1.4 0.1 1.4 -1.112
C -0.060392 0.046594 -3.604950 -0.3 -0.4 -2.4 1.134
C 0.927092 0.963786 -2.981193 1.3 -0.6 0.0 -1.934
C -1.103103 1.003088 -4.164709 -0.9 -1.3 1.4 -2.029
N -0.663065 -0.931371 -2.752481 -1.2 -0.7 -1.6 0.697
O -1.418494 -0.328548 -1.729636 0.2 0.2 0.2 0.562
H -0.263278 -3.772742 -1.116547 0.3 -0.6 0.5 0.499
H -1.383481 -2.416204 -0.772810 0.4 0.0 0.1 0.126
H -1.548045 -3.374003 -2.254449 0.2 0.1 0.6 0.469
H 1.675529 -2.393999 -0.836241 0.2 -0.7 0.1 0.736
H 2.003177 -1.031203 -1.816602 0.4 0.0 -0.4 0.314
H 0.792962 -0.967482 -0.586118 -0.2 0.0 -0.4 0.220
H 1.308172 -3.730009 -3.222574 -0.2 1.3 -0.2 0.295
H -0.231175 -3.450762 -3.855390 -0.1 0.5 -1.0 0.447
H 2.237856 -1.604972 -4.116806 0.3 -0.1 0.4 0.350
H 1.621719 -2.374863 -5.537767 -0.6 0.0 1.5 0.362
H -0.233784 -0.843229 -5.668181 0.2 0.0 0.7 0.428
H 1.213871 0.057012 -5.307831 0.5 0.3 -0.4 0.401
H 1.861392 0.517223 -2.701122 0.5 -0.2 -0.1 0.393
H 0.510466 1.336511 -2.088422 -0.4 1.1 1.1 0.312
H 1.130271 1.730866 -3.694695 0.2 0.9 -0.1 0.649
H -1.468574 1.658593 -3.380764 0.0 0.4 -0.1 0.231
H -1.949936 0.430371 -4.517489 -0.2 0.0 -0.5 0.333
H -0.595627 1.496621 -4.937131 0.1 1.1 -1.2 0.605
H -0.881009 0.374489 -1.332484 0.2 -0.2 0.4 -0.004
C -1.624132 2.681113 2.194182 0.1 1.2 0.2 -1.693
C -0.090393 2.676665 2.006283 -0.2 -0.3 -0.2 1.696
C 0.235700 3.411244 0.687696 0.3 2.1 0.8 -1.717
C 0.475586 3.482167 3.223478 0.8 -2.4 -1.1 -1.377
C 1.978754 3.328170 3.288533 1.3 -1.3 -0.4 -0.671
C 2.346991 1.799523 3.263960 -0.8 1.2 -0.4 -1.604
C 1.858365 0.991972 2.011607 0.3 2.2 2.0 1.473
C 2.629652 1.470312 0.765841 -1.1 0.3 -0.4 -1.558
C 2.109721 -0.463240 2.336001 0.3 -0.3 -2.0 -1.538
N 0.392647 1.254884 2.031402 0.8 0.6 1.0 -0.352
O -0.130956 0.583770 0.951654 0.3 0.5 -2.1 0.636
H -2.227784 2.652721 1.289376 0.2 -0.4 -0.2 0.335
H -1.970166 1.937072 2.898304 0.0 -0.3 0.1 0.199
H -1.842973 3.672614 2.647383 -0.1 -0.5 -0.2 0.510
H -0.522293 4.219130 0.532148 0.8 -0.2 0.4 0.532
H 1.277405 3.815067 0.608531 -1.0 0.1 0.5 0.309
H 0.152305 2.902725 -0.219199 -0.4 -1.8 -1.2 0.083
H 0.268168 4.475765 2.996325 -0.8 1.9 0.1 0.559
H 0.003856 3.122014 4.159700 0.2 0.3 -0.5 0.321
H 2.594057 3.740110 2.445506 -1.1 0.3 0.6 0.299
H 2.336522 3.811344 4.208987 0.2 -0.3 -0.2 0.439
H 1.915377 1.381636 4.149870 -0.3 -0.6 0.6 0.355
H 3.398451 1.696951 3.323292 1.3 -0.2 0.2 0.515
H 1.938131 1.251395 -0.069749 0.7 0.3 0.0 0.130
H 3.583661 0.982774 0.611855 0.0 -0.5 0.1 0.530
H 2.869944 2.549741 0.799814 -0.4 -0.6 -0.1 0.247
H 1.823199 -0.606671 3.363271 -0.2 -0.6 0.3 0.358
H 3.195649 -0.641705 2.183364 -0.6 -0.1 0.4 0.443
H 1.561871 -1.089896 1.576694 0.4 0.3 1.1 0.218
H -0.846773 0.066843 1.278708 -1.4 -1.2 0.6 0.132
O -3.908222 -1.005704 -3.042560 -0.5 0.9 -0.5 -0.687
H -3.863778 -0.082410 -3.361831 -0.3 -0.6 0.4 0.338
H -3.028796 -1.306538 -3.258198 0.8 -0.4 0.0 0.275
O -4.230851 -0.322414 -0.250378 -1.4 -0.8 0.5 -0.730
H -4.850026 -0.960673 -0.667587 0.3 0.7 0.5 0.308
H -3.481988 -0.460803 -0.807427 1.3 0.1 -0.9 0.308
O -1.592635 -0.457770 4.364661 -0.9 1.9 -1.3 -0.745
H -0.854359 0.128891 4.165485 0.0 0.3 -0.4 0.306
H -1.195390 -1.095203 4.890486 1.1 -2.3 1.7 0.290
O -2.166181 -1.148718 1.777062 -0.1 -0.3 -1.8 -0.486
H -3.035597 -0.953620 1.373608 0.3 0.0 0.2 0.336
H -2.221396 -1.085108 2.718810 -0.2 0.3 1.3 0.254
O 0.602154 -3.234088 4.860081 -0.8 -0.7 -0.2 -0.686
H 1.135134 -2.735444 4.247149 0.4 0.3 -0.2 0.312
H 0.116083 -3.851358 4.250379 0.5 0.7 0.6 0.423
O -0.862812 -4.435359 2.852381 0.3 -1.3 1.0 -0.745
H -1.068259 -3.766821 2.224721 -0.5 1.1 -0.8 0.336
H -1.669525 -4.655246 3.333701 0.0 0.2 -0.3 0.342